ORCA calculation (ωB97M-V/def2-TZVPD) on a cluster of 10 separate species, C31H89N13O10 in total.

Output
frontier orbital gap	8.91	eV
SMILES	COC[C@H](C)N.COC[C@H](C)N.COC[C@H](C)N.COC[C@H](C)N.COC[C@H](C)N.COC[C@H](C)N.COC[C@H](C)N.NC(N)=O.NC(N)=O.NC(N)=O
F_max	1.761	eV/Å
LUMO energy	0.3	eV

Geometry as XYZ:
```
143
Properties=species:S:1:pos:R:3:forces:R:3
C -0.61101 3.08146 3.48719 -0.618 -0.911 -0.321
O -0.74313 4.41175 3.86847 -0.034 0.340 0.046
C -0.53945 5.30710 2.79420 -0.332 0.044 0.271
C -0.82051 6.70675 3.30211 0.201 0.445 0.100
C -2.30135 6.87229 3.63670 0.604 0.161 -0.059
N -0.41564 7.70418 2.28832 0.324 -0.123 0.156
H -1.50077 2.68873 2.96494 -0.019 0.306 0.012
H -0.51689 2.47837 4.39084 0.327 0.040 -0.057
H 0.21286 2.91496 2.78095 0.281 0.063 0.300
H 0.49472 5.18310 2.45299 -0.022 0.188 -0.211
H -1.24447 5.10659 1.97425 0.197 -0.193 -0.112
H -0.24005 6.84705 4.22349 0.007 -0.142 -0.011
H -2.86869 6.67146 2.72734 -0.248 -0.198 0.195
H -2.51935 7.89747 3.93743 0.069 0.027 0.025
H -2.52718 6.21106 4.47132 -0.381 -0.121 -0.189
H 0.39709 7.37116 1.77478 -0.127 -0.104 -0.028
H -0.05609 8.51347 2.78517 -0.266 0.137 -0.131
C 2.47695 4.90527 0.35592 0.775 0.184 -0.323
O 2.27007 4.46218 -0.96074 0.091 -0.222 0.152
C 1.01038 3.85737 -1.12000 -0.759 0.006 0.681
C 0.90407 3.24043 -2.48554 0.294 -0.714 -0.917
C 1.32870 4.20562 -3.58576 -0.101 0.433 0.576
N -0.46153 2.77756 -2.75500 0.207 0.430 0.615
H 3.52631 5.20223 0.43050 -0.110 0.234 -0.124
H 2.37420 4.10968 1.10587 -0.518 0.023 -0.078
H 1.84002 5.77515 0.54364 -0.071 -0.134 0.394
H 0.86464 3.09888 -0.33135 0.109 -0.196 -0.157
H 0.17077 4.55484 -0.94895 0.264 0.261 -0.251
H 1.58156 2.36788 -2.48908 0.072 0.300 -0.132
H 1.18572 3.78956 -4.58134 0.046 -0.157 0.007
H 2.36602 4.51087 -3.45016 -0.006 -0.097 -0.134
H 0.71307 5.10620 -3.48737 -0.003 -0.011 -0.182
H -0.67679 2.06592 -2.05994 -0.305 -0.125 -0.239
H -0.47605 2.37257 -3.68688 -0.030 -0.338 0.288
C -6.26386 2.54475 0.89413 -0.028 0.100 -0.317
O -5.94693 2.28066 -0.46191 -0.240 0.024 0.302
C -5.20518 1.09478 -0.60537 -0.110 -0.619 -0.400
C -4.51382 1.11180 -1.95832 1.298 0.278 -0.146
C -5.42432 0.77959 -3.12595 -0.381 0.121 0.450
N -3.34190 0.21050 -1.88153 -0.858 -0.130 -0.360
H -5.35816 2.81400 1.44837 -0.004 -0.263 0.121
H -6.77163 1.68250 1.33634 0.093 0.030 0.203
H -6.92980 3.40508 0.93922 -0.061 -0.045 -0.183
H -4.51058 0.94729 0.23055 0.294 0.336 -0.169
H -5.82468 0.17730 -0.59563 -0.318 0.314 0.186
H -4.13222 2.12169 -2.16082 -0.290 0.177 0.352
H -6.31262 1.41086 -3.05218 0.060 0.099 -0.165
H -5.78554 -0.25091 -3.09715 0.214 -0.069 -0.074
H -4.91328 0.99900 -4.06253 -0.086 -0.193 -0.135
H -2.75700 0.33420 -2.70309 -0.015 0.167 0.037
H -2.76351 0.45682 -1.08416 0.148 -0.220 -0.111
C -2.71588 -5.05935 6.15134 -0.110 -0.728 -0.384
O -2.06549 -4.09790 5.37142 0.576 0.011 0.092
C -2.45905 -2.76285 5.60073 -0.236 -0.124 -0.210
C -1.45045 -1.84258 4.94019 0.533 -1.004 0.243
C -1.39947 -2.07504 3.43369 -0.948 1.042 -0.678
N -0.15150 -2.05490 5.59635 0.087 0.554 0.164
H -3.72418 -5.29387 5.78060 -0.092 0.398 0.165
H -2.74443 -4.80033 7.21273 -0.025 0.059 0.009
H -2.16198 -5.99112 6.00884 0.099 0.096 0.242
H -3.44554 -2.63696 5.13754 -0.072 0.336 0.240
H -2.49478 -2.53699 6.67369 -0.116 -0.128 0.009
H -1.77492 -0.82940 5.19033 -0.031 0.082 -0.324
H -0.79431 -2.89766 3.06399 0.103 -0.148 0.426
H -1.08723 -1.16262 2.91467 0.328 -0.123 0.078
H -2.41851 -2.22140 3.05487 0.068 -0.172 0.021
H 0.02096 -3.02472 5.82251 -0.184 -0.123 -0.246
H 0.59432 -1.73355 4.99262 0.057 -0.037 0.068
C 3.73593 1.23203 -0.77700 0.665 0.927 0.036
O 4.92656 0.70664 -1.32815 -0.029 -0.297 0.270
C 4.74614 -0.60813 -1.83978 0.205 -0.092 -0.201
C 6.09965 -1.30164 -1.82909 1.182 0.176 0.999
C 6.50363 -1.65417 -0.37256 0.978 -1.059 -0.549
N 7.12123 -0.41159 -2.42804 -0.040 0.196 0.438
H 3.42983 0.67149 0.11017 -0.409 -0.266 -0.286
H 2.96999 1.36522 -1.54723 -0.199 -0.506 0.271
H 3.96730 2.25017 -0.44250 0.072 -0.119 -0.061
H 4.08591 -1.18068 -1.18133 -0.225 0.067 -0.191
H 4.33343 -0.53352 -2.85197 -0.048 -0.140 0.014
H 6.15180 -2.25823 -2.35233 -0.629 0.186 -0.379
H 6.53203 -0.80061 0.30088 -0.270 0.001 0.043
H 7.52036 -2.07271 -0.43785 0.114 0.500 0.040
H 6.01019 -2.53953 0.04387 -0.734 0.507 0.061
H 7.31135 0.28797 -1.70991 -0.267 0.309 -0.390
H 8.02675 -0.86583 -2.50966 -0.264 -0.426 -0.126
C 0.63214 -5.30527 0.46957 0.342 0.301 -1.701
O 0.23729 -5.78614 1.70399 -0.108 -0.293 0.426
C 0.89579 -5.27144 2.85039 -0.279 0.711 0.334
C 1.85268 -6.29081 3.45284 -0.246 -0.240 -0.848
C 2.53883 -5.81972 4.70421 0.562 0.099 0.694
N 2.91228 -6.63904 2.48460 0.032 0.137 -0.478
H 0.27355 -5.96272 -0.33120 -0.110 -0.264 0.405
H 1.71777 -5.25254 0.31139 0.009 0.037 0.323
H 0.23036 -4.32907 0.16701 -0.074 0.164 0.629
H 1.35362 -4.28948 2.66759 0.342 -0.251 -0.351
H 0.11349 -5.03153 3.57928 0.003 -0.307 0.105
H 1.21214 -7.16808 3.61480 0.134 -0.007 0.417
H 3.33579 -6.53758 4.91631 -0.060 0.035 0.225
H 1.93616 -5.71439 5.60752 -0.330 -0.221 -0.201
H 3.04229 -4.85672 4.57821 -0.091 -0.010 -0.342
H 2.50962 -6.73696 1.55925 -0.147 -0.076 0.052
H 3.33076 -7.54228 2.67512 -0.096 0.022 0.297
C -0.36603 -0.24170 -4.50845 0.438 -0.410 0.423
O -0.38153 0.97605 -5.20654 0.449 0.685 -0.347
C -1.31839 1.04075 -6.24598 -1.188 -0.985 -0.148
C -1.66757 2.45344 -6.70769 1.411 0.166 0.399
C -0.48610 3.18932 -7.39121 -0.380 -1.172 0.227
N -2.11249 3.28724 -5.59974 -0.726 0.157 -0.621
H -0.88390 -0.12109 -3.55318 -0.205 -0.240 -0.112
H 0.66206 -0.52598 -4.26559 0.058 0.283 -0.034
H -0.75862 -1.08855 -5.07627 -0.338 0.204 -0.010
H -1.01852 0.35782 -7.05782 0.170 0.377 -0.189
H -2.28340 0.61227 -5.90672 0.155 0.029 0.195
H -2.44929 2.31501 -7.45717 -0.240 0.126 0.166
H 0.07113 3.73299 -6.63392 -0.017 0.415 -0.199
H -0.88874 3.79376 -8.19681 0.305 0.465 0.124
H 0.20790 2.45537 -7.80816 -0.059 0.068 -0.168
H -2.86384 2.87404 -5.06339 0.068 -0.024 0.076
H -1.36581 3.55620 -4.97914 0.035 -0.066 0.065
N -3.87829 -2.37083 -3.17351 1.051 -0.144 0.085
C -2.77019 -3.13234 -3.33964 -0.492 -0.250 0.094
N -2.94828 -4.37331 -3.91476 0.316 0.186 -0.090
O -1.66441 -2.72780 -2.98616 0.149 -0.344 -0.338
H -3.65774 -1.50023 -2.65935 -0.858 -0.058 0.021
H -4.77625 -2.66892 -3.49881 -0.136 0.211 0.090
H -3.83698 -4.82952 -3.99085 -0.119 0.174 0.056
H -2.13421 -4.94576 -4.03876 0.074 0.058 0.111
N 0.74485 -0.35520 0.84456 -0.856 -0.607 -1.045
C -0.22762 -0.44944 -0.12246 0.159 -0.370 0.687
N -0.11206 -1.54694 -0.91811 -0.042 0.093 -0.231
O -1.15713 0.34954 -0.21359 0.432 0.514 -0.058
H 1.39256 -1.12737 0.84328 0.699 0.513 0.516
H 0.80462 0.46670 1.40767 0.030 0.010 0.157
H 0.58900 -2.25285 -0.77557 0.209 0.253 0.088
H -0.72386 -1.68825 -1.71371 -0.248 -0.019 0.251
N 4.01746 -3.96126 1.53606 0.609 -0.451 0.199
C 3.70084 -2.64019 1.50649 0.589 -0.768 0.135
N 4.27224 -1.88177 2.49823 -0.663 0.386 -0.770
O 2.96697 -2.14711 0.65659 -0.058 -0.107 0.076
H 4.78242 -4.34154 2.06802 -0.101 0.426 0.391
H 3.72000 -4.65163 0.87205 -0.592 0.539 -0.260
H 4.81314 -2.20945 3.27318 0.109 -0.165 -0.095
H 4.21861 -0.90236 2.27823 0.145 0.104 0.440
```
Positions in Å, forces in eV/Å.